The following is a DFT calculation (ωB97M-V/def2-TZVPD) of 2 unconnected molecules or ions with the total composition C5H11O3 in a non-equilibrium geometry.

Net charge: -1
HOMO level in eV: -4.50
Kohn-Sham gap in eV: 8.48
Energy above the lowest of the compared OMol25 structures with the same formula, charge and spin in kJ/mol: 58.5
LUMO energy in eV: 3.98

Geometry (Å):
C  1.3453  -0.9674  -2.0707
C  2.1767  0.0227  -1.2636
O  0.0402  -1.1184  -1.6240
H  1.2824  -0.6150  -3.1068
H  1.8759  -1.9288  -2.0357
H  3.0831  0.1817  -1.7993
H  -0.0226  -0.8276  -0.6926
H  2.3877  -0.4022  -0.2912
H  1.7055  0.9975  -1.1243
C  -1.8345  0.0071  1.2828
C  -1.7288  1.5612  1.1953
C  -0.5093  -0.5809  1.7885
O  -0.4544  -0.8964  2.9884
O  0.4229  -0.7056  0.9288
H  -2.5312  -0.1953  2.0841
H  -2.1398  -0.3130  0.2901
H  -1.9801  1.9912  2.1609
H  -2.3929  1.9188  0.4049
H  -0.7260  1.8701  0.8843

List of Mulliken charges in e, atom by atom:
1. C -0.258
2. C -1.033
3. O -0.578
4. H 0.275
5. H 0.213
6. H 0.414
7. H 0.458
8. H 0.234
9. H 0.265
10. C -0.374
11. C -1.019
12. C 0.422
13. O -0.754
14. O -0.678
15. H 0.258
16. H 0.315
17. H 0.332
18. H 0.262
19. H 0.246

The following is a DFT calculation (ωB97M-V/def2-TZVPD) of a molecular structure, C33H17Cl84NO in a non-equilibrium geometry.

Net charge: 0
HOMO level in eV: -8.54
Kohn-Sham gap in eV: 8.12
LUMO energy in eV: -0.43

Geometry (Å):
C  -0.9221  -8.4498  -2.3354
C  -0.6600  -7.4255  -1.7563
C  -0.3123  -6.0977  -1.1928
C  1.1687  -5.9853  -0.7364
C  1.8393  -4.6110  -1.0117
C  0.9286  -3.3852  -0.8342
N  0.8955  -2.4376  -1.9943
C  -0.1306  -1.4983  -1.5400
O  -0.9535  -0.9805  -2.2269
C  0.0548  -1.3781  0.0205
C  1.2689  -2.3693  0.3225
C  1.2712  -3.0654  1.7284
C  1.3833  -2.0294  2.8611
C  0.2950  -1.8369  3.6610
H  -1.2689  -9.2384  -2.9459
H  -0.9661  -5.9362  -0.3126
H  -0.5762  -5.2932  -1.9003
H  1.7318  -6.7281  -1.3337
H  1.2776  -6.3014  0.3060
H  2.6627  -4.4981  -0.2801
H  2.3139  -4.6368  -2.0002
H  -0.1527  -3.5325  -0.6622
H  1.7591  -1.8879  -1.9972
H  0.0843  -0.3570  0.4509
H  -0.9252  -1.7685  0.3811
H  2.1246  -1.6919  0.1391
H  2.1463  -3.7519  1.7544
H  0.3648  -3.6823  1.8371
H  2.3101  -1.4549  3.0021
H  -0.1405  -2.6803  4.2124
H  -0.1614  -0.8426  3.7274
C  -2.4151  -7.8915  -6.1642
Cl  -2.1622  -6.2987  -6.8964
Cl  -1.4487  -8.0237  -4.6752
Cl  -4.1242  -8.0926  -5.7580
Cl  -1.9247  -9.1525  -7.3092
C  2.7569  1.9711  0.1128
Cl  2.2872  1.4404  -1.5095
Cl  2.1582  3.6130  0.3949
Cl  2.0465  0.8838  1.3098
Cl  4.5181  1.9571  0.2438
C  0.3845  3.4883  -4.7502
Cl  -0.2748  3.6362  -6.3849
Cl  -0.4221  2.1578  -3.9057
Cl  2.1195  3.1501  -4.8348
Cl  0.1151  4.9896  -3.8529
C  -0.5900  9.1315  -3.2557
Cl  -0.3870  7.5697  -2.4521
Cl  0.1321  10.3929  -2.2407
Cl  0.2109  9.1047  -4.8315
Cl  -2.3142  9.4512  -3.4775
C  3.5386  -3.0369  -4.8693
Cl  3.6452  -2.6155  -6.5819
Cl  4.8606  -4.1369  -4.4479
Cl  3.6716  -1.5621  -3.8906
Cl  1.9841  -3.8233  -4.5497
C  -7.3173  -6.8023  -3.4077
Cl  -5.7543  -6.4857  -2.6417
Cl  -7.1125  -8.0174  -4.6784
Cl  -8.4582  -7.4037  -2.1967
Cl  -7.9419  -5.3075  -4.1171
C  3.4352  -4.1403  -10.3313
Cl  2.4175  -5.0110  -9.1781
Cl  2.9235  -4.5256  -11.9804
Cl  3.2802  -2.3970  -10.0592
Cl  5.1242  -4.6213  -10.1103
C  1.5366  -1.5058  7.6170
Cl  0.4422  -2.2848  8.7711
Cl  1.0056  -1.8693  5.9533
Cl  1.5238  0.2487  7.8696
Cl  3.1833  -2.1124  7.8637
C  5.9537  0.9183  9.7412
Cl  5.2433  2.4969  9.3731
Cl  7.6038  0.8503  9.1013
Cl  5.9916  0.6832  11.4951
Cl  4.9729  -0.3546  8.9940
C  2.1131  -8.8309  2.6033
Cl  1.5090  -8.7598  0.9437
Cl  1.2031  -10.0471  3.5118
Cl  3.8274  -9.2622  2.5938
Cl  1.9095  -7.2462  3.3709
C  -4.2076  12.3470  -1.0080
Cl  -4.9129  12.6327  -2.6055
Cl  -4.9838  10.9410  -0.2651
Cl  -2.4747  12.0382  -1.1797
Cl  -4.4666  13.7730  0.0084
C  6.4299  4.9798  -2.2885
Cl  7.8015  5.0347  -1.1715
Cl  6.7120  3.7282  -3.5081
Cl  4.9547  4.6012  -1.3902
Cl  6.2538  6.5502  -3.0847
C  -1.1473  2.4522  4.3937
Cl  -2.7256  2.5653  5.1834
Cl  -0.0062  1.6072  5.4586
Cl  -1.3123  1.5569  2.8741
Cl  -0.5319  4.0785  4.0529
C  -3.4616  7.4882  3.3463
Cl  -3.2590  7.8911  1.6342
Cl  -2.2890  6.2381  3.8016
Cl  -3.1967  8.9386  4.3269
Cl  -5.1014  6.8827  3.6196
C  -7.7221  13.7859  -5.5802
Cl  -7.3857  12.0655  -5.8232
Cl  -6.2062  14.6961  -5.6465
Cl  -8.8118  14.3600  -6.8499
Cl  -8.4807  14.0203  -3.9995
C  -2.7570  -11.5744  -0.3236
Cl  -4.3265  -11.1550  0.3794
Cl  -2.3347  -10.3926  -1.5810
Cl  -1.5171  -11.5419  0.9368
Cl  -2.8401  -13.1964  -1.0309
C  -7.4470  11.5868  3.5819
Cl  -6.1398  12.4803  2.7966
Cl  -6.8550  10.8906  5.0983
Cl  -8.7951  12.6820  3.9217
Cl  -7.9964  10.2879  2.5122
C  -2.1163  3.2852  9.4056
Cl  -2.2076  1.8264  10.4026
Cl  -1.2637  4.5559  10.2950
Cl  -1.2454  2.9208  7.9104
Cl  -3.7526  3.8361  9.0126
C  -1.7315  12.2590  2.8679
Cl  -3.2285  12.4081  3.8032
Cl  -1.4818  13.7181  1.9013
Cl  -0.3676  12.0549  3.9798
Cl  -1.8346  10.8463  1.8044
C  3.9401  -8.0088  -6.5755
Cl  5.4101  -8.3827  -5.6615
Cl  4.3606  -7.6660  -8.2581
Cl  2.8373  -9.3918  -6.5116
Cl  3.1536  -6.5920  -5.8679
C  7.0745  -8.7344  5.0074
Cl  5.5033  -8.7637  5.8190
Cl  8.2977  -9.4504  6.0650
Cl  6.9826  -9.6635  3.5015
Cl  7.5174  -7.0617  4.6396

Mulliken population analysis, charges in e, atoms 1 to 99:
1. C -0.817
2. C -0.571
3. C 0.052
4. C -0.140
5. C -1.387
6. C -0.134
7. N 0.107
8. C 0.208
9. O -0.660
10. C -0.382
11. C 0.414
12. C -0.770
13. C -0.022
14. C -1.156
15. H 0.781
16. H 0.281
17. H 0.393
18. H 0.673
19. H -0.217
20. H 0.279
21. H 0.135
22. H 0.546
23. H 0.082
24. H 0.358
25. H 0.250
26. H 0.310
27. H 0.374
28. H 0.300
29. H 0.563
30. H 0.586
31. H -0.039
32. C 0.200
33. Cl -0.111
34. Cl -0.015
35. Cl -0.028
36. Cl -0.121
37. C 0.001
38. Cl 0.099
39. Cl -0.065
40. Cl 0.042
41. Cl -0.069
42. C 0.198
43. Cl -0.109
44. Cl -0.053
45. Cl -0.071
46. Cl -0.002
47. C 0.335
48. Cl -0.041
49. Cl -0.112
50. Cl -0.107
51. Cl -0.073
52. C 0.131
53. Cl 0.015
54. Cl -0.089
55. Cl -0.068
56. Cl -0.078
57. C 0.348
58. Cl -0.061
59. Cl -0.100
60. Cl -0.097
61. Cl -0.095
62. C 0.288
63. Cl -0.005
64. Cl -0.104
65. Cl -0.096
66. Cl -0.095
67. C 0.328
68. Cl -0.106
69. Cl -0.077
70. Cl -0.102
71. Cl -0.120
72. C 0.299
73. Cl -0.100
74. Cl -0.107
75. Cl -0.101
76. Cl -0.015
77. C 0.265
78. Cl -0.042
79. Cl -0.109
80. Cl -0.026
81. Cl -0.104
82. C 0.131
83. Cl -0.014
84. Cl -0.040
85. Cl 0.027
86. Cl -0.101
87. C 0.275
88. Cl -0.106
89. Cl -0.101
90. Cl 0.011
91. Cl -0.100
92. C 0.187
93. Cl -0.080
94. Cl 0.076
95. Cl -0.054
96. Cl -0.078
97. C 0.202
98. Cl -0.076
99. Cl 0.021

The following is a DFT calculation (ωB97M-V/def2-TZVPD) of a molecular structure, C30H24F5N4O3PS2Sc.

Net charge: 0
2S+1: 2
HOMO level (alpha / beta) in eV: -5.70 / -7.90
Kohn-Sham gap (alpha / beta) in eV: 5.47 / 7.24
⟨S²⟩: 0.769
Energy above the lowest of the compared OMol25 structures with the same formula, charge and spin in kJ/mol: 118.8
LUMO energy (alpha / beta) in eV: -0.23 / -0.67

Geometry (Å):
Sc  -0.0630  0.0468  -0.0503
C  -13.9716  0.8676  -0.1583
O  -13.1814  -0.2968  -0.3272
C  -11.8339  -0.1553  -0.2591
C  -11.1820  1.0494  -0.0290
C  -9.7910  1.0699  0.0223
C  -9.0427  -0.0833  -0.1484
C  -9.7160  -1.2856  -0.3804
C  -11.0907  -1.3232  -0.4364
C  -7.5718  -0.0859  -0.0932
N  -6.8073  -1.1196  -0.3510
C  -5.5218  -0.6619  -0.1737
C  -5.5120  0.6511  0.1943
N  -6.8371  1.0178  0.2466
C  -4.3186  1.3932  0.4889
C  -4.2758  2.7003  0.9089
C  -3.0294  3.2800  1.1971
C  -1.8930  2.5393  1.0301
N  -1.8797  1.2551  0.5952
C  -3.1025  0.6659  0.3401
C  -3.0909  -0.6774  -0.0655
N  -1.8503  -1.2799  -0.1822
C  -1.8433  -2.6036  -0.5013
C  -2.9702  -3.3425  -0.7286
C  -4.2298  -2.7286  -0.6467
C  -4.2902  -1.3980  -0.3141
H  -15.0043  0.5463  -0.2513
H  -13.7536  1.6109  -0.9285
H  -13.8175  1.3104  0.8285
H  -11.7323  1.9683  0.1063
H  -9.3070  2.0254  0.1911
H  -9.1341  -2.1880  -0.5161
H  -11.6194  -2.2502  -0.6158
H  -7.2014  1.9195  0.4939
H  -5.1884  3.2723  1.0257
H  -2.9479  4.2986  1.5484
H  -0.9372  2.9830  1.2586
H  -0.8739  -3.0695  -0.5861
H  -2.8675  -4.3902  -0.9735
H  -5.1479  -3.2712  -0.8294
C  4.4344  -4.1721  1.4306
C  4.0162  -2.8090  1.9299
O  4.1006  -1.7944  0.9083
P  3.1041  -1.6071  -0.3019
S  3.2015  0.1514  -1.0740
S  1.2303  -2.1185  0.3131
O  3.5482  -2.7877  -1.2770
C  3.0423  -2.8552  -2.6232
C  3.7347  -3.9970  -3.3225
H  4.3481  -4.8899  2.2491
H  5.4678  -4.1625  1.0844
H  3.7997  -4.5072  0.6109
H  4.6860  -2.4503  2.7084
H  3.0016  -2.8212  2.3295
H  3.2336  -1.9007  -3.1134
H  1.9610  -3.0136  -2.5824
H  4.8088  -3.8188  -3.3766
H  3.3474  -4.0959  -4.3378
H  3.5644  -4.9357  -2.7947
F  0.9264  1.3520  1.4820
C  1.1614  2.3432  0.4955
C  0.7054  2.0285  -0.7502
C  0.8852  3.0122  -1.6847
F  0.4782  2.8506  -2.9590
C  1.5094  4.2136  -1.3824
F  1.6823  5.1551  -2.3125
C  1.9677  4.4535  -0.0945
F  2.5698  5.6067  0.1954
C  1.7914  3.4954  0.8919
F  2.2092  3.7114  2.1390

List of Mulliken charges in e, atom by atom:
1. Sc 0.313
2. C -0.842
3. O -0.465
4. C 0.960
5. C -0.619
6. C -0.770
7. C 0.276
8. C -0.542
9. C -0.544
10. C 0.331
11. N -0.801
12. C 0.398
13. C -0.077
14. N -0.112
15. C 0.603
16. C 0.084
17. C -1.339
18. C -0.134
19. N -0.049
20. C -0.144
21. C -0.694
22. N -0.135
23. C 0.003
24. C -1.220
25. C 0.114
26. C 0.516
27. H 0.243
28. H 0.339
29. H 0.338
30. H 0.389
31. H 0.220
32. H 0.477
33. H 0.424
34. H 0.177
35. H 0.402
36. H 0.427
37. H 0.361
38. H 0.339
39. H 0.400
40. H 0.599
41. C -0.883
42. C -0.375
43. O -0.419
44. P 0.919
45. S -0.429
46. S -0.599
47. O -0.169
48. C -0.159
49. C -1.334
50. H 0.393
51. H 0.269
52. H 0.222
53. H 0.306
54. H 0.307
55. H 0.385
56. H 0.216
57. H 0.311
58. H 0.400
59. H 0.309
60. F -0.431
61. C 0.987
62. C -0.766
63. C 0.799
64. F -0.348
65. C 0.130
66. F -0.303
67. C 0.627
68. F -0.305
69. C 0.026
70. F -0.331

The following is a DFT calculation (ωB97M-V/def2-TZVPD) of a molecular structure, C4H6BrCl2O2P in a non-equilibrium geometry.

Net charge: 0
HOMO level (alpha / beta) in eV: -8.43 / -8.43
Kohn-Sham gap (alpha / beta) in eV: 7.43 / 7.43
Energy above the lowest of the compared OMol25 structures with the same formula, charge and spin in kJ/mol: 0.0
LUMO energy (alpha / beta) in eV: -1.00 / -1.00

Geometry (Å):
C  0.3819  0.3275  0.6646
C  2.3318  0.7707  0.4950
C  -2.3809  -0.2785  -0.4409
C  -1.9093  0.6906  0.6334
O  4.2757  -0.6512  -0.8067
O  -0.5522  1.0938  0.3514
P  2.8646  -0.6642  -0.4331
Cl  1.7179  -1.0664  -2.0601
Cl  2.4671  -2.1908  0.7935
Br  2.5033  2.2915  -0.5704
H  0.2407  -0.5887  1.2330
H  -3.3836  -0.6260  -0.2086
H  -2.3915  0.2059  -1.4121
H  -1.7176  -1.1391  -0.4913
H  -1.9474  0.2186  1.6201
H  -2.5005  1.6063  0.6322

List of Mulliken charges in e, atom by atom:
1. C -0.202
2. C -0.106
3. C -0.974
4. C -0.305
5. O -0.565
6. O -0.191
7. P 0.823
8. Cl -0.219
9. Cl -0.238
10. Br -0.095
11. H 0.443
12. H 0.363
13. H 0.306
14. H 0.330
15. H 0.346
16. H 0.285